DFT (ωB97M-V/def2-TZVPD) results for a cluster of 2 separate species, C6H12O in total.

net charge: 0
max |F|: 0.010 Eh/bohr
SMILES: CC=C(C)C.C=O
HOMO level: -8.948 eV
ΔE to the lowest compared entry with this formula, charge and spin: 1.7883 eV

CARTESIAN COORDINATES (ANGSTROEM)
C: 1.74882 -0.15677 -1.23855
C: 1.06322 -0.13253 0.10407
C: -0.19665 -0.49781 0.33632
C: -0.70464 -0.66237 1.73886
C: -1.13120 -0.97619 -0.74660
H: 2.52578 0.59758 -1.29843
H: 2.22039 -1.13263 -1.36840
H: 1.09296 -0.01401 -2.09695
H: 1.69545 0.19792 0.93333
H: 0.00485 -0.28893 2.48421
H: -0.83297 -1.73843 1.91415
H: -1.67982 -0.19128 1.90850
H: -1.12154 -2.07207 -0.73358
H: -0.86395 -0.65614 -1.75873
H: -2.16678 -0.66581 -0.56481
C: -0.40178 2.07886 0.09337
O: 0.30510 2.43003 -0.81306
H: -1.47202 1.80903 -0.05141
H: -0.08521 2.07155 1.15771

Results of the natural (NBO) charge analysis, in e, for atoms 1 through 6: -0.654, -0.157, -0.004, -0.642, -0.659, 0.226